56
Properties=species:S:1:pos:R:3:nbo_charge:R:1 method="wB97M-V/def2-TZVPD" total_energy_ev=-44683.481 e_above_lowest_kcal_mol=453.2 gap_ev=8.14
C -3.9413 -0.0882 -4.8663 -0.63
C -3.5783 -1.3861 -4.4442 -0.06
H -3.7700 -2.2225 -5.2247 0.20
H -4.0259 -1.5571 -3.4120 0.22
O -2.0851 -1.2940 -4.1171 -0.56
C -1.6546 -1.1698 -2.7972 0.91
O -2.4145 -0.9020 -1.7763 -0.65
N -0.1479 -1.2346 -2.9621 -0.67
C 0.7510 -1.1275 -1.8641 0.18
C 0.2865 -0.4083 -0.7259 -0.25
C 1.3732 -0.5203 0.2823 0.26
C 2.6474 -1.0323 0.2245 -0.38
C 2.7684 -1.4936 -0.9123 -0.11
C 1.9085 -1.8546 -2.0250 -0.26
H 2.2371 -2.2066 -2.9124 0.22
H 3.7063 -2.2584 -0.8940 0.19
S 3.4626 -0.9201 1.6529 0.34
C 2.3261 -1.0623 2.9636 -0.24
C 2.6863 -1.7469 3.8972 -0.19
C 1.6682 -1.8708 5.1044 -0.15
C 0.5654 -1.0638 4.8868 -0.35
C 0.2266 -0.6385 3.8088 -0.06
C 1.1934 -0.5094 2.6725 0.14
N 0.8901 0.1827 1.5959 -0.46
C 0.8150 1.7057 1.4327 0.67
O 0.2307 2.1574 2.5804 -0.64
C 0.5520 2.6383 0.4178 -0.45
H 1.0916 1.8468 -0.6328 0.17
H 1.3058 3.2529 0.6838 0.26
C -0.8115 3.1073 0.0488 -0.23
N -1.5300 2.0942 -0.6336 -0.47
C -2.0385 2.5788 -1.8740 -0.24
C -1.0412 2.3808 -2.9649 -0.61
H -1.4950 2.7159 -3.8414 0.21
H -0.5838 1.4794 -2.8722 0.22
H -0.2047 2.9952 -2.8567 0.20
H -2.7913 1.8515 -2.1939 0.19
H -2.7560 3.2817 -1.8007 0.19
C -2.5753 1.5416 0.3552 -0.26
C -3.6933 2.3441 0.7784 -0.62
H -4.5357 2.7153 -0.1452 0.19
H -4.4516 1.7935 1.5933 0.24
H -3.3866 3.4403 1.2631 0.20
H -3.0474 0.7519 0.0122 0.21
H -1.9330 1.3003 1.3020 0.21
H -0.7032 4.0353 -0.7553 0.20
H -1.2570 3.5839 0.9704 0.22
H -0.9084 0.1472 3.5363 0.22
H -0.1650 -1.1459 5.5575 0.22
H 1.9931 -2.3711 6.0738 0.23
H 3.6448 -2.2163 4.1119 0.24
H -0.5841 0.0537 -0.6856 0.27
H 0.1136 -1.6459 -3.9945 0.44
H -5.0707 0.0068 -5.0233 0.22
H -3.5015 0.1492 -5.8026 0.21
H -3.7072 0.5203 -4.1311 0.22

=====

19
Properties=species:S:1:pos:R:3:nbo_charge:R:1 method="wB97M-V/def2-TZVPD" total_energy_ev=-5410.656 smiles=CCC.CC e_above_lowest_kcal_mol=32.1 gap_ev=11.79
C -0.1906 1.8735 -0.2847 -0.41
C -0.2254 0.9104 -1.4328 -0.65
C 0.4567 3.2735 -0.5576 -0.61
H -1.1401 2.1163 0.1893 0.21
H 0.5455 1.4947 0.4321 0.21
H -1.2042 0.6500 -1.8515 0.22
H 0.0178 3.9231 0.1908 0.20
H 1.5490 3.2979 -0.4983 0.20
H 0.0907 -0.1215 -1.1608 0.21
H 0.5237 0.8584 -2.2244 0.22
H 0.4213 3.7209 -1.5629 0.21
C -0.0213 -2.2721 1.6089 -0.63
C -0.2572 -3.2815 0.4895 -0.61
H -0.2182 -2.7576 2.5884 0.20
H 0.9546 -1.8277 1.7074 0.21
H -0.5821 -1.3382 1.8164 0.21
H -1.2694 -3.6491 0.4807 0.21
H 0.0272 -2.8223 -0.4648 0.20
H 0.5219 -4.0486 0.5342 0.21

=====

19
Properties=species:S:1:pos:R:3:nbo_charge:R:1 method="wB97M-V/def2-TZVPD" total_energy_ev=-7324.247 charge=+1 e_above_lowest_kcal_mol=213.1 gap_ev=3.27
C 1.8521 3.0905 1.0601 -0.37
N -1.9428 -0.4476 -0.2806 -0.54
C -2.7530 -1.4444 0.4774 -0.49
C 1.7505 2.6816 -0.2200 -0.41
N 0.5937 -1.1271 0.0839 -0.16
C 0.8744 -1.9876 -1.0042 -0.57
H 1.4153 2.5598 1.9632 0.18
H 2.7128 3.6618 1.4764 0.21
H -2.4039 -0.2457 -1.2070 0.39
H -3.7479 -1.0599 0.7518 0.26
H -3.0230 -2.3216 -0.1532 0.24
H -2.3023 -1.6870 1.5638 0.23
H 1.1739 1.7644 -0.4741 0.18
H 2.0831 3.4194 -0.9840 0.22
H -0.9637 -0.9269 -0.2599 0.35
H 1.0766 -1.3638 0.9216 0.37
H 0.4353 -3.0213 -1.0066 0.34
H 0.7264 -1.4804 -2.0386 0.26
H 1.9158 -2.3152 -1.0564 0.30

=====

85
Properties=species:S:1:pos:R:3:mulliken_charge:R:1 method="wB97M-V/def2-TZVPD" total_energy_ev=-73846.398 charge=-1 e_above_lowest_kcal_mol=66.5 gap_ev=8.56
Cl -1.0550 -0.7978 0.3058 1.72
O -1.8890 -0.9530 1.4631 -0.77
O 0.3083 -0.4974 0.6863 -0.46
O -0.9522 -1.9505 -0.5341 -0.70
O -1.6086 0.2893 -0.4857 -0.69
O -3.7862 -0.7539 -4.3233 -0.62
C -2.5866 -0.7409 -4.4319 0.61
O -1.9283 0.1696 -5.1154 -0.39
C -0.4882 0.0312 -5.0996 -0.46
C -0.3043 -1.0632 -4.0188 0.76
C -1.6306 -1.7472 -3.8107 0.05
H -0.0399 0.9803 -4.8251 0.29
H -0.2065 -0.3263 -6.0890 0.24
H -0.0113 -0.5519 -3.0972 -0.87
H 0.5211 -1.7380 -4.2520 0.45
H -1.8333 -1.9931 -2.7702 -0.32
H -1.6386 -2.7093 -4.3282 0.34
O 4.6006 -2.2841 0.9781 -0.63
C 3.8447 -2.0988 1.8926 0.53
O 2.6276 -2.6712 1.9113 -0.32
C 1.8447 -2.2528 3.0399 0.40
C 2.8861 -1.8099 4.0394 -0.50
C 4.0024 -1.2427 3.1462 -0.03
H 1.1808 -3.0407 3.3874 0.31
H 1.2030 -1.4077 2.7899 -0.46
H 3.3003 -2.5433 4.7301 0.34
H 2.4772 -1.0038 4.6546 0.20
H 5.0214 -1.4654 3.4579 0.45
H 3.8484 -0.2184 2.8118 -0.24
O 1.8079 -4.5030 -2.7707 -0.66
C 2.3983 -3.4910 -2.5101 0.30
O 3.6141 -3.3071 -3.0724 -0.41
C 4.2503 -2.1198 -2.6208 -0.59
C 3.1826 -1.3334 -1.8944 -0.03
C 2.1074 -2.3598 -1.5143 1.24
H 4.7343 -1.4760 -3.3538 0.40
H 4.9960 -2.4459 -1.8898 0.25
H 2.7466 -0.6170 -2.5935 -0.19
H 3.6345 -0.8548 -1.0282 0.35
H 1.1455 -1.8603 -1.4973 -0.71
H 2.4142 -2.7621 -0.5460 0.03
O -0.0894 4.1184 2.5606 -0.61
C -1.0202 3.3595 2.5022 0.45
O -2.0973 3.7033 1.7777 -0.42
C -3.2204 2.8397 1.9800 -0.12
C -2.8775 2.1283 3.2917 -0.90
C -1.3620 2.1611 3.3424 0.71
H -3.4425 2.1746 1.1451 -0.06
H -4.1196 3.4457 2.0912 0.39
H -3.3720 1.1629 3.3987 0.36
H -3.3119 2.7021 4.1163 0.28
H -0.9538 1.3087 2.7879 -0.72
H -0.8681 2.1371 4.3093 0.48
O -6.5873 0.9050 -2.2499 -0.64
C -6.0361 -0.0688 -1.8161 0.33
O -6.6709 -1.2581 -1.7756 -0.41
C -5.7604 -2.3178 -1.4071 -0.44
C -4.4971 -1.6412 -0.8797 0.10
C -4.6395 -0.1899 -1.2803 1.00
H -5.5567 -2.8303 -2.3492 0.23
H -6.2646 -3.0075 -0.7336 0.31
H -3.6047 -2.1104 -1.2964 -0.25
H -4.2950 -1.7676 0.1862 0.27
H -3.8895 0.1137 -2.0117 -0.14
H -4.4243 0.5967 -0.5550 -0.39
N 2.7193 1.8754 3.1594 0.06
C 1.4502 1.3655 3.0524 -0.77
C 0.8206 1.5374 4.2386 0.65
C 1.7520 2.1613 5.1328 -1.34
C 2.9029 2.4114 4.4084 -0.90
H 3.3428 2.0029 2.3828 0.30
H 1.0665 0.8679 2.1742 0.51
H -0.2154 1.2916 4.4047 0.74
H 1.6085 2.4862 6.1503 0.43
H 3.7825 2.9826 4.6485 0.51
N 1.2480 1.6622 -1.3064 0.68
C 1.2743 2.8602 -0.6677 -0.25
C 1.6504 3.8699 -1.5068 -1.01
C 1.8142 3.2332 -2.7780 -0.96
C 1.5902 1.9023 -2.6150 -0.36
H 0.8616 0.8093 -0.9299 -0.07
H 1.0064 2.8908 0.3797 0.43
H 1.6953 4.9228 -1.2934 0.45
H 2.1392 3.6633 -3.7139 0.41
H 1.7113 1.0594 -3.2775 0.49